No. 1
ORCA calculation (wB97M-V/def2-TZVPD) on a structure of composition C18H30Al2BBeBr3F4N3O12P in a non-equilibrium geometry.

The geometry in ORCA input format:
```
! wB97M-V def2-TZVPD RIJCOSX def2/J DEFGRID3
* xyz 2 1
N 3.3995 1.2076 -1.0882
C 2.3564 1.0065 -0.7123
C 0.9071 0.9432 -0.4658
C 0.4156 -0.0211 -1.5737
B 0.1360 -1.4251 -0.8944
O 1.0843 -2.4594 -1.1035
O -0.9466 -1.6556 -0.1026
C 0.2906 2.3730 -0.4192
C -1.1660 2.3559 -0.5297
N -2.2825 2.1892 -0.6320
C 0.9125 3.1929 -1.5956
O 0.0084 4.2348 -2.0670
O -0.5684 3.8326 -3.3172
P 0.6566 3.2712 1.2249
O -0.4999 4.3555 1.3544
Br 0.2929 1.8494 3.0043
H 0.7430 0.4462 0.4860
H -0.4665 0.2949 -2.1320
H 1.1987 -0.1984 -2.3033
H 0.9317 -2.8512 -1.9764
H -1.7356 -1.8407 -0.6255
H 1.8550 3.6190 -1.2229
H 1.1130 2.5425 -2.4352
H -1.5291 3.9573 -3.2168
H -0.8958 4.3011 2.3751
Al -0.1770 5.9379 -1.1100
Br -0.3687 5.3302 3.8721
C 5.7055 1.5661 1.0013
O 6.7069 1.0864 0.4933
O 4.7523 0.9187 1.5413
O 5.4795 2.8339 1.0262
Be 3.1136 -3.2520 -0.3191
F 3.8201 3.5689 0.2133
Br 0.5391 -0.3889 4.4402
Al -4.5973 1.9913 -0.5126
C 6.2682 -2.9468 1.0054
O 7.0098 -3.8824 1.1005
N 4.8868 -3.0769 0.9996
C 4.0364 -1.9556 0.8870
C 4.3115 -4.3945 1.1081
H 6.6170 -1.9071 0.9188
H 3.3784 -1.9014 1.7585
H 3.3956 -2.0740 -0.0543
H 4.6195 -1.0315 0.8184
H 4.6286 -4.8669 2.0408
H 4.6660 -5.0140 0.2753
H 3.2224 -4.3293 1.0910
C -6.2867 4.0204 -6.3798
C -7.3814 3.4858 -5.4675
O -7.1775 2.1401 -5.0278
C -6.3329 1.8713 -3.9495
O -6.5354 2.5884 -2.8789
C -4.8118 1.9162 -4.3178
F -4.5635 1.4264 -5.5243
F -4.1595 1.1374 -3.4200
F -4.2502 3.1296 -4.2601
H -5.9532 3.2572 -7.0821
H -6.6618 4.8764 -6.9398
H -5.4217 4.3643 -5.8171
H -8.3032 3.4459 -6.0461
H -7.5787 4.1576 -4.6308
H -6.4890 0.7668 -3.8346
C -0.0367 -5.4037 6.2908
C 0.9357 -5.3309 5.1186
C 0.4786 -4.0634 4.4113
O -0.0496 -3.1976 5.4227
C -0.2065 -3.9361 6.6502
H 0.3240 -6.0019 7.1242
H -0.9889 -5.8212 5.9580
H 1.9554 -5.2069 5.4898
H 0.9131 -6.2074 4.4731
H -0.3225 -4.2724 3.6931
H 1.2922 -3.5563 3.8868
H 0.5669 -3.6045 7.3481
H -1.1805 -3.7154 7.0832
*
```

Computed properties:
* E_LUMO: -0.377 Eh
* gap between HOMO and LUMO: 0.0466 Eh

=====

No. 2
ORCA calculation (wB97M-V/def2-TZVPD) on a cluster of 4 separate species, C48H29NO10 in total in a non-equilibrium geometry.

The geometry in ORCA input format:
```
! wB97M-V def2-TZVPD RIJCOSX def2/J DEFGRID3
* xyz -2 1
C 1.3518 -1.2335 3.6978
C 0.3944 -1.4877 3.0351
C -0.7458 -1.6902 2.1558
C -2.1102 -1.8296 2.8659
N -2.4230 -0.5380 3.4768
C -3.8026 -0.1653 3.5418
O -4.1070 0.6248 4.4776
O -4.6010 -0.5854 2.6568
C -2.0949 -2.9856 3.8953
O -1.3779 -2.8399 4.9169
O -2.8175 -3.9908 3.6175
H 2.1131 -0.9061 4.3515
H -0.8156 -0.7983 1.5367
H -0.5407 -2.5548 1.5283
H -2.8257 -2.0887 2.0991
H -2.0874 -0.5609 4.4324
C 5.4864 -3.6080 4.0454
C 6.8305 -3.7968 3.7335
C 7.2436 -3.8186 2.4124
C 6.3111 -3.6622 1.3936
C 4.9615 -3.4957 1.7098
C 4.5511 -3.4578 3.0363
C 3.9321 -3.3702 0.6411
O 2.7718 -3.2219 0.9324
C 4.3815 -3.4385 -0.7802
C 3.4341 -3.3753 -1.7934
C 3.8353 -3.4228 -3.1170
C 5.1868 -3.5257 -3.4344
C 6.1336 -3.5953 -2.4280
C 5.7358 -3.5604 -1.0965
C 6.7668 -3.6672 -0.0242
O 7.9477 -3.7588 -0.3024
H 5.1678 -3.5821 5.0789
H 7.5567 -3.9247 4.5259
H 8.2869 -3.9586 2.1660
H 3.5023 -3.3128 3.2694
H 2.3863 -3.2906 -1.5390
H 3.0961 -3.3752 -3.9053
H 5.4989 -3.5532 -4.4703
H 7.1842 -3.6793 -2.6691
C -9.0034 -0.4319 3.8389
C -7.6779 -0.0551 3.6577
C -7.2859 1.2498 3.9051
C -8.2208 2.1913 4.3232
C -9.5672 1.8132 4.4839
C -9.9465 0.4978 4.2494
C -10.5998 2.7947 4.8852
O -11.7684 2.4789 5.0325
C -10.1798 4.2111 5.1038
C -11.1398 5.1628 5.4289
C -10.7662 6.4770 5.6466
C -9.4278 6.8458 5.5481
C -8.4701 5.9022 5.2200
C -8.8427 4.5842 4.9886
C -7.7910 3.5867 4.6025
O -6.6363 3.9366 4.5200
H -9.3028 -1.4559 3.6543
H -6.9284 -0.7672 3.3265
H -6.2380 1.5086 3.7652
H -10.9794 0.2078 4.3861
H -12.1770 4.8677 5.5068
H -11.5162 7.2175 5.8953
H -9.1341 7.8729 5.7249
H -7.4286 6.1807 5.1376
C 6.2219 3.9847 -4.8499
C 5.7328 3.0482 -3.9449
C 5.1880 1.8604 -4.4004
C 5.1202 1.6090 -5.7646
C 5.5917 2.5581 -6.6747
C 6.1516 3.7415 -6.2108
C 5.4875 2.3278 -8.1421
O 5.9019 3.1475 -8.9362
C 4.8520 1.0635 -8.6125
C 4.6937 0.8502 -9.9760
C 4.1168 -0.3231 -10.4295
C 3.7022 -1.2938 -9.5232
C 3.8533 -1.0848 -8.1636
C 4.4202 0.0963 -7.7032
C 4.5457 0.3182 -6.2340
O 4.1872 -0.5249 -5.4419
H 6.6542 4.9090 -4.4903
H 5.7780 3.2459 -2.8825
H 4.8104 1.1271 -3.7013
H 6.5255 4.4687 -6.9177
H 5.0202 1.6061 -10.6762
H 3.9895 -0.4851 -11.4917
H 3.2565 -2.2128 -9.8800
H 3.5285 -1.8330 -7.4543
*
```

Computed properties:
* E_LUMO: 0.036 Eh
* gap between HOMO and LUMO: 0.0804 Eh

=====

No. 3
ORCA calculation (wB97M-V/def2-TZVPD) on a structure of composition C30H42Cl2IrN6O3 in a non-equilibrium geometry.

The geometry in ORCA input format:
```
! wB97M-V def2-TZVPD RIJCOSX def2/J DEFGRID3
* xyz 4 2
Ir 1.0507 0.3275 -0.4887
O 1.3746 -0.9600 1.5130
C 2.3547 -1.9935 1.4044
C 3.4082 -1.6550 0.3827
C 4.6697 -2.2393 0.4502
C 5.5726 -2.0172 -0.5755
C 5.1984 -1.2026 -1.6382
C 3.9344 -0.6374 -1.6165
N 3.0695 -0.8585 -0.6317
H 0.5480 -1.3519 1.8251
H 1.8850 -2.9328 1.0883
H 2.8182 -2.1566 2.3860
H 4.9324 -2.8600 1.2942
H 6.5516 -2.4722 -0.5483
H 5.8668 -1.0083 -2.4649
H 3.5890 0.0035 -2.4159
N -2.9034 3.6767 1.1881
C -1.7359 4.2393 0.4612
C -0.5778 3.2391 0.5175
N -0.9319 1.9475 -0.0647
C -2.0944 1.4087 0.6363
C -3.2916 2.3653 0.6052
H -3.6940 4.3353 1.1548
H -2.6625 3.5486 2.1812
H -1.4309 5.1840 0.9115
H -2.0320 4.4402 -0.5719
H -0.2826 3.0725 1.5583
H 0.2708 3.6563 -0.0225
H -1.1718 2.0839 -1.0479
H -1.8067 1.1954 1.6692
H -2.3794 0.4645 0.1766
H -4.1225 1.9408 1.1688
H -3.6300 2.5385 -0.4188
C 2.6275 5.8796 0.3558
C 3.6650 4.7574 0.2457
N 3.0454 3.4702 -0.0423
C 2.8454 2.5950 1.0953
C 4.1577 1.9320 1.5230
C 2.7574 3.0891 -1.2901
C 3.2697 3.9125 -2.4262
N 2.0379 2.0169 -1.5424
H 3.1515 6.8263 0.4511
H 2.0064 5.7566 1.2395
H 1.9917 5.9393 -0.5241
H 4.2023 4.6782 1.1905
H 4.3857 5.0093 -0.5329
H 2.1089 1.8018 0.8275
H 2.4363 3.1768 1.9238
H 4.7162 1.6016 0.6500
H 3.9417 1.0685 2.1486
H 4.7837 2.6125 2.0957
H 4.3542 4.0126 -2.3614
H 2.8521 4.9176 -2.4244
H 3.0378 3.4519 -3.3830
H 1.9443 1.8467 -2.5425
Cl -5.7569 -4.2614 -0.6832
C -5.2386 -3.7649 0.8812
C -6.1470 -3.8184 1.9352
C -5.8125 -3.3158 3.1828
C -4.5829 -2.6992 3.3813
C -3.6786 -2.6242 2.3351
Cl -2.1618 -1.8643 2.5989
C -3.9407 -3.2091 1.0741
N -2.9928 -3.1520 0.0882
C -2.7382 -4.0940 -0.8660
C -3.0793 -5.4508 -0.6534
C -2.7776 -6.4068 -1.5953
C -2.1043 -6.0436 -2.7619
C -1.7416 -4.7130 -2.9729
C -2.0561 -3.7182 -2.0585
C -1.8392 -2.2742 -2.4231
C -0.8597 -1.4422 -1.5920
O -0.0177 -0.7666 -2.2187
O -0.9477 -1.3545 -0.3413
H -7.1230 -4.2517 1.7750
H -6.5121 -3.3939 3.9997
H -4.3299 -2.2969 4.3503
H -2.2896 -2.3883 0.1512
H -3.5159 -5.7327 0.2924
H -3.0331 -7.4397 -1.4143
H -1.8566 -6.7950 -3.4965
H -1.2402 -4.4515 -3.8917
H -2.7995 -1.7448 -2.3650
H -1.4927 -2.2073 -3.4557
*
```

Computed properties:
* ΔE to the lowest compared entry with this formula, charge and spin: 315.32 kJ/mol
* E_LUMO (alpha / beta): -0.483 / -0.484 Eh
* gap between HOMO and LUMO (alpha / beta): 0.1663 / 0.1773 Eh

=====

No. 4
ORCA calculation (wB97M-V/def2-TZVPD) on a structure of composition C34H24N3O5PSTi.

The geometry in ORCA input format:
```
! wB97M-V def2-TZVPD RIJCOSX def2/J DEFGRID3
* xyz 2 1
Ti 0.7019 0.7763 -0.0964
O -5.5115 -2.7165 0.3579
C -4.4669 -2.1931 0.6144
O -3.6359 -2.1987 1.5855
C -3.4955 -1.2891 -0.0914
C -2.4513 -1.8771 -0.8628
C -1.2839 -1.2058 -0.9929
N -1.1120 0.0610 -0.4994
C -2.2256 0.7387 -0.0482
C -3.4034 0.1117 0.1641
C -1.9244 2.1575 0.1830
C -2.8648 3.1389 0.4196
C -2.4405 4.4530 0.5514
C -1.0883 4.7439 0.4514
C -0.1971 3.7112 0.2479
N -0.6021 2.4365 0.1107
C -0.0809 -1.6836 -1.6872
C -0.0382 -2.8064 -2.4855
C 1.1422 -3.1202 -3.1431
C 2.2442 -2.2962 -2.9793
C 2.1342 -1.1895 -2.1571
N 0.9970 -0.8803 -1.5158
H -2.5898 -2.8703 -1.2678
H -4.2256 0.6564 0.6076
H -3.9135 2.8865 0.4749
H -3.1615 5.2414 0.7214
H -0.7163 5.7545 0.5366
H 0.8654 3.8991 0.2005
H -0.9170 -3.4215 -2.6140
H 1.1904 -3.9909 -3.7836
H 3.1800 -2.4896 -3.4831
H 2.9752 -0.5303 -2.0132
O 1.6391 1.9368 1.2887
S 3.0427 1.5430 0.9028
O 3.9986 2.5745 0.8062
O 2.7027 0.8359 -0.3978
C 3.5285 0.3369 2.0684
C 4.8166 0.4127 2.5686
C 5.2179 -0.5176 3.5221
C 4.3366 -1.4914 3.9579
C 3.0428 -1.5564 3.4469
C 2.6188 -0.6403 2.4952
P 0.9152 -0.7295 1.8919
C -0.1459 0.0803 3.0909
C 0.3988 0.8406 4.1335
C -0.4493 1.4875 5.0096
C -1.8320 1.3892 4.8645
C -2.3784 0.6491 3.8291
C -1.5311 0.0022 2.9390
C 0.5480 -2.4542 1.5986
C 1.4932 -3.1919 0.8780
C 1.2466 -4.5213 0.5888
C 0.0564 -5.1146 1.0002
C -0.8812 -4.3822 1.7143
C -0.6376 -3.0517 2.0261
H 5.4896 1.1867 2.2264
H 6.2219 -0.4718 3.9211
H 4.6509 -2.2102 4.7025
H 2.3664 -2.3276 3.7952
H 1.4704 0.9159 4.2613
H -0.0364 2.0694 5.8225
H -2.4742 1.8946 5.5736
H -3.4460 0.5383 3.6793
H -1.9527 -0.5689 2.1258
H 2.4248 -2.7355 0.5610
H 1.9825 -5.1030 0.0494
H -0.1250 -6.1563 0.7709
H -1.8054 -4.8421 2.0385
H -1.3833 -2.5209 2.5981
*
```

Computed properties:
* ΔE to the lowest compared entry with this formula, charge and spin: 0.00 kJ/mol
* E_LUMO (alpha / beta): -0.285 / -0.285 Eh
* gap between HOMO and LUMO (alpha / beta): 0.2306 / 0.2305 Eh

=====

no.,calculated total energy (eV)
1,-292714.91804
2,-72213.08383
3,-74719.76720
4,-93582.96992